C14H19BrN5 | ωB97M-V/def2-TZVPD

Each line ends with the natural charge from an NBO analysis.
Cartesian coordinates (Å):
C (3.39342, 0.82604, 2.03873)  -0.063
C (2.66529, 0.40940, 1.17740)  0.057
N (2.01135, 0.34682, -0.05581)  -0.177
C (2.34716, -0.42036, -1.11423)  0.406
C (3.46457, -1.45422, -1.30924)  -0.307
Br (3.64654, -1.69043, -3.27285)  0.098
C (4.87369, -1.02513, -0.77316)  -0.436
C (5.10683, -1.57235, 0.69874)  -0.611
N (1.40882, -0.08949, -2.10555)  -0.178
N (0.62863, 0.79567, -1.56184)  0.070
N (0.91170, 1.08776, -0.34031)  0.075
C (0.26801, 1.99538, 0.61818)  -0.248
C (-1.17924, 2.42774, 0.23376)  -0.410
C (-2.10296, 1.27571, -0.29168)  -0.414
C (-3.44214, 1.12702, 0.48154)  -0.190
N (-4.11402, -0.13945, 0.20472)  -0.357
C (-5.46293, -0.21957, 0.41719)  -0.058
C (-5.94040, -1.50246, 0.08272)  -0.293
C (-4.73034, -2.21782, -0.37391)  -0.283
C (-3.63287, -1.33515, -0.27698)  -0.102
H (4.08542, 1.19505, 2.79964)  0.285
H (3.22885, -2.45384, -0.89173)  0.279
H (5.63771, -1.53188, -1.40264)  0.258
H (5.06249, 0.06177, -0.87267)  0.226
H (5.74888, -2.46955, 0.73157)  0.242
H (4.09874, -1.84590, 1.09363)  0.194
H (5.48296, -0.73965, 1.32845)  0.218
H (0.20714, 1.44335, 1.58773)  0.245
H (0.89463, 2.89019, 0.83906)  0.257
H (-1.09434, 3.29416, -0.45717)  0.236
H (-1.65859, 2.83360, 1.15654)  0.243
H (-1.54680, 0.31529, -0.16121)  0.191
H (-2.22204, 1.40400, -1.38883)  0.243
H (-4.09785, 1.98719, 0.21027)  0.219
H (-3.23986, 1.23111, 1.57254)  0.192
H (-6.07852, 0.60858, 0.79555)  0.217
H (-6.96469, -1.88674, 0.14276)  0.238
H (-4.75665, -3.25200, -0.73743)  0.230
H (-2.59030, -1.54006, -0.54830)  0.209

Forces on the atoms, in the same order (eV/Å):
0.1 0.0 0.2
0.1 1.1 -0.8
1.7 -1.3 2.1
-1.6 0.3 -1.4
0.8 0.7 -0.5
-0.2 -0.1 0.6
0.6 -0.9 0.6
-1.1 0.8 -0.4
1.5 -0.1 2.6
-1.8 1.0 -1.0
1.5 -1.1 -1.0
-1.1 0.5 1.6
-0.3 0.2 -0.1
0.8 -0.5 -0.1
0.9 0.7 -0.2
-0.4 0.9 0.1
-1.7 -1.5 -0.2
2.7 0.6 -0.3
-0.7 1.1 0.5
-1.3 -1.4 -0.3
-0.7 -0.5 -0.4
-0.3 0.7 -0.3
-0.7 0.5 0.2
-0.3 -0.6 0.1
-0.2 0.6 -0.1
0.9 0.0 0.1
0.1 -0.8 -0.2
0.2 0.1 -0.8
-0.2 -0.7 -0.6
-0.3 -0.7 0.2
0.7 -0.2 -0.5
-0.4 0.6 -0.1
-0.3 -0.2 0.7
0.2 -0.8 0.1
0.0 -0.2 -0.6
0.8 -0.3 -0.2
0.7 0.3 0.0
0.4 0.6 0.2
-0.7 0.4 0.2

Calculated values
* SMILES: C#Cn1c([C@@H](Br)CC)nn[n+]1CCCCn1cccc1
* frontier orbital gap: 5.57 eV
* lowest unoccupied orbital energy: -4.74 eV
* charge: +1

=====

C14H19Cl16FN4O3P | ωB97M-V/def2-TZVPD

Each line ends with the natural charge from an NBO analysis.
Cartesian coordinates (Å):
C (-0.89229, -1.19538, 2.85698)  -0.730
C (-1.86445, -2.32887, 2.27950)  0.653
O (-2.36080, -3.10589, 3.14477)  -0.447
N (-2.27832, -2.54086, 0.88811)  -0.363
C (-3.18512, -1.44701, 0.49860)  0.684
C (-3.37523, -0.95195, -1.00400)  -0.727
O (-3.89879, -0.88201, 1.37357)  -0.518
N (-1.39157, -2.96003, -0.03775)  -0.298
C (-1.84782, -3.98525, -1.02579)  -0.202
C (-0.60605, -4.16385, -2.06848)  -0.455
C (0.33826, -2.84960, -2.11152)  -0.371
P (1.77093, -3.02301, -3.36678)  1.398
O (1.28362, -2.75484, -4.82362)  -1.058
N (0.95100, -2.51936, -0.76356)  -0.532
C (1.09087, -1.05948, -0.60137)  0.347
C (2.31450, -0.58206, 0.32837)  -0.663
F (-0.08971, -0.35793, -0.16948)  -0.381
C (-0.00130, -3.11211, 0.22826)  0.882
N (0.62486, -3.87370, 1.17578)  -0.857
H (-0.86261, -0.22874, 2.25100)  0.259
H (-1.14382, -0.97853, 3.96109)  0.293
H (0.18596, -1.60995, 2.85445)  0.204
H (-4.40434, -1.33014, -1.35335)  0.269
H (-3.41890, 0.19469, -1.08169)  0.284
H (-2.57935, -1.36080, -1.71632)  0.210
H (-1.90134, -4.99211, -0.45885)  0.234
H (-2.81678, -3.73363, -1.56790)  0.262
H (-0.95964, -4.39975, -3.12713)  0.294
H (0.08236, -5.02694, -1.73829)  0.223
H (-0.33449, -1.95787, -2.38413)  0.251
H (2.32817, -4.36311, -3.33122)  -0.017
H (2.84710, -2.09790, -3.10301)  -0.027
H (1.33488, -0.64372, -1.65252)  0.210
H (3.31109, -0.68492, -0.24536)  0.248
H (2.35973, -1.09234, 1.34364)  0.226
H (2.17167, 0.55896, 0.44088)  0.260
H (1.15913, -4.69155, 0.85196)  0.460
H (0.67371, -3.61677, 2.17312)  0.460
C (0.19800, 3.00214, 2.98922)  -0.218
Cl (1.74195, 2.62021, 3.78108)  0.054
Cl (-1.09649, 3.04419, 4.20412)  0.066
Cl (0.31541, 4.58349, 2.19152)  0.077
Cl (-0.16904, 1.75260, 1.77652)  0.033
C (4.72370, -6.05686, -5.60959)  -0.220
Cl (3.43005, -4.83787, -5.57825)  0.055
Cl (4.16881, -7.52979, -4.78433)  0.048
Cl (5.13436, -6.44013, -7.29305)  0.075
Cl (6.15888, -5.41799, -4.77963)  0.053
C (0.16959, 8.34297, 0.60872)  -0.218
Cl (-1.36807, 8.69922, -0.20571)  0.060
Cl (-0.07693, 8.34973, 2.36727)  0.064
Cl (0.75382, 6.74288, 0.09821)  0.044
Cl (1.36960, 9.57748, 0.17445)  0.067
C (-2.01390, 11.86364, 4.22819)  -0.216
Cl (-2.04140, 10.65621, 5.53155)  0.048
Cl (-1.56569, 11.07433, 2.70099)  0.047
Cl (-3.62348, 12.59713, 4.06641)  0.058
Cl (-0.82432, 13.12471, 4.61435)  0.058

Forces on the atoms, in the same order (eV/Å):
0.4 -0.2 -0.8
-1.3 -2.4 5.6
1.9 2.7 -3.8
-1.8 1.9 1.2
-2.8 2.9 1.1
0.1 -0.8 -0.3
3.3 -2.7 -2.7
2.9 0.3 -0.4
1.5 -1.6 -1.3
1.0 0.2 0.1
-1.1 0.6 -0.4
-1.4 0.6 -4.6
0.8 -0.7 3.6
-3.3 -2.4 0.1
2.3 2.1 0.0
-0.4 0.7 -0.7
0.9 -1.5 -0.6
1.2 0.6 -1.4
-0.9 1.1 0.9
-0.3 -1.9 1.0
0.1 -0.6 -1.9
-1.5 0.6 0.0
1.5 0.5 0.6
0.2 -1.9 0.6
-1.1 0.7 1.0
-0.4 1.6 -0.8
1.4 0.0 1.0
0.4 0.4 1.5
-1.2 1.1 -0.4
1.1 -1.3 -0.2
-0.4 0.9 0.9
-0.6 -0.6 0.7
-0.6 -0.8 1.6
-1.7 -0.3 0.9
-0.1 0.7 -1.4
0.1 -1.9 0.1
0.5 1.3 0.0
-0.8 -0.8 -0.6
0.0 0.4 0.3
-0.2 0.0 -0.2
0.2 -0.1 -0.2
0.0 -0.6 0.3
0.3 0.9 -0.1
0.1 -0.1 -0.1
0.2 -0.2 -0.3
0.1 0.2 -0.1
-0.1 0.1 0.4
-0.2 -0.1 -0.1
0.0 0.2 0.1
0.3 -0.1 0.1
0.2 -0.4 -0.4
0.0 0.4 -0.1
-0.2 -0.2 0.1
0.0 0.1 -0.1
0.0 0.2 -0.2
-0.3 0.5 0.3
0.3 -0.1 0.0
-0.2 -0.2 -0.1

Calculated values
* frontier orbital gap: 5.68 eV
* lowest unoccupied orbital energy: -6.55 eV
* charge: +1

=====

C14H19Cl3FN2O2S | ωB97M-V/def2-TZVPD

Each line ends with the natural charge from an NBO analysis.
Cartesian coordinates (Å):
Cl (4.93576, -0.50277, 2.40511)  -0.005
C (3.43214, -0.14640, 3.36136)  -0.188
N (2.22576, -0.23618, 2.54537)  -0.220
C (2.25405, 0.79412, 1.36564)  -0.239
C (0.95169, 0.64855, 0.60234)  -0.264
N (0.15274, -0.38820, 1.24832)  -0.388
F (-1.81480, -0.10666, -0.07066)  -0.336
C (-0.22529, -0.02002, 2.59719)  -0.261
C (1.01920, 0.07206, 3.41924)  -0.238
C (0.77037, -1.70409, 1.16634)  -0.262
C (2.04809, -1.67757, 1.95899)  -0.241
H (3.35740, -0.88700, 4.15550)  0.241
H (3.50561, 0.87245, 3.73297)  0.241
H (2.31918, 1.78970, 1.84478)  0.230
H (3.13277, 0.56473, 0.73246)  0.252
H (0.37073, 1.58429, 0.61688)  0.232
H (1.11416, 0.38780, -0.46178)  0.230
H (-0.76977, 0.91718, 2.53580)  0.237
H (-0.91989, -0.78473, 2.93423)  0.232
H (1.02251, -0.68055, 4.20714)  0.231
H (1.17622, 1.08321, 3.79902)  0.232
H (0.01378, -2.39821, 1.56834)  0.229
H (0.91047, -1.94583, 0.09316)  0.230
H (2.91796, -1.90280, 1.31768)  0.254
H (1.94977, -2.34534, 2.82982)  0.231
Cl (0.63048, 0.54781, -6.22708)  0.038
C (-0.56745, 0.64808, -4.96844)  -0.009
C (-0.22327, 1.24004, -3.74390)  -0.230
C (-1.16906, 1.27808, -2.71431)  -0.179
C (-2.42157, 0.70327, -2.90670)  -0.339
S (-3.58735, 0.68333, -1.51239)  2.132
C (-2.94819, -0.69283, -0.46110)  -0.046
Cl (-4.05564, -1.07911, 0.91043)  -0.004
O (-3.31632, 1.86959, -0.74767)  -0.905
O (-4.86643, 0.21875, -1.96034)  -0.905
C (-2.78357, 0.15537, -4.13051)  -0.164
C (-1.85229, 0.12580, -5.18094)  -0.223
H (0.77312, 1.66197, -3.59769)  0.233
H (-0.91826, 1.75036, -1.77960)  0.236
H (-2.67360, -1.54535, -1.05811)  0.203
H (-3.76968, -0.25278, -4.27762)  0.256
H (-2.10149, -0.30012, -6.14928)  0.247

Forces on the atoms, in the same order (eV/Å):
-0.9 0.2 0.6
1.2 -0.2 -0.3
-0.6 -0.5 -1.9
0.7 -0.1 0.7
-1.0 -0.4 -0.2
0.0 0.1 -0.9
0.8 -0.2 1.0
-0.6 -0.4 -1.6
1.0 0.1 0.8
-1.6 0.7 -0.7
0.8 0.2 0.6
0.1 0.2 0.0
0.1 -0.1 0.1
0.4 -0.5 -0.2
-0.4 0.2 0.7
0.2 -0.3 0.0
0.0 0.0 0.6
0.0 0.2 0.2
0.0 0.0 0.4
0.2 0.3 0.2
0.1 -0.2 0.3
0.6 0.0 -0.1
0.1 0.1 0.6
-0.2 0.1 0.8
0.6 0.2 -0.3
-0.3 0.1 0.3
-0.3 0.0 0.3
-0.3 -0.1 0.0
0.4 -0.2 -0.6
-0.4 -0.1 0.5
0.1 -0.6 -0.6
-0.8 1.0 -0.3
0.9 0.3 -1.1
-0.6 -0.1 -0.2
-0.1 0.6 -0.2
0.6 -0.1 -0.4
0.3 0.3 0.5
-0.4 -0.1 -0.1
-0.1 0.1 0.2
-0.5 -0.6 -0.1
-0.2 -0.1 0.0
0.0 0.1 0.2

Calculated values
* frontier orbital gap: 9.37 eV
* lowest unoccupied orbital energy: -2.62 eV
* charge: +1

=====

C14H19N3O5 | ωB97M-V/def2-TZVPD

Each line ends with the natural charge from an NBO analysis.
Cartesian coordinates (Å):
N (4.43638, 3.44258, -0.54103)  -0.822
C (4.08576, 2.36301, 0.25378)  0.677
O (4.19346, 2.46811, 1.57586)  -0.653
C (3.34783, 1.20229, -0.36635)  -0.503
C (3.70221, -0.10920, -0.04258)  -0.385
C (2.89446, -1.30799, -0.30875)  -0.162
N (1.54530, -1.13833, 0.33520)  -0.619
C (0.59567, -0.65863, -0.53821)  0.668
O (0.93928, 0.00640, -1.58863)  -0.656
C (-0.81183, -0.67065, -0.03407)  -0.135
N (-0.80528, -0.52155, 1.44181)  -0.840
C (-1.65080, 0.53047, -0.78177)  -0.415
C (-3.10490, 0.27010, -0.43660)  -0.035
C (-3.96315, -0.55226, -1.19130)  -0.216
C (-5.32531, -0.54943, -0.84749)  -0.254
C (-5.84876, 0.17169, 0.24867)  0.299
O (-7.17147, 0.09372, 0.49267)  -0.678
C (-4.85989, 0.62385, 1.17420)  -0.244
C (-3.59841, 0.86472, 0.74355)  -0.229
C (3.72220, -2.47342, 0.16540)  0.797
O (4.81578, -2.88381, -0.28455)  -0.569
O (2.92142, -3.23877, 1.00393)  -0.697
H (4.98940, 4.10006, -0.04979)  0.402
H (4.64379, 3.48896, -1.70540)  0.413
H (3.37750, 1.30965, -1.43469)  0.219
H (2.30593, 1.42587, -0.06304)  0.253
H (4.74701, -0.44855, -0.47144)  0.223
H (3.79259, -0.22736, 1.03980)  0.216
H (2.77680, -1.43217, -1.38356)  0.250
H (1.47056, -1.74942, 1.12872)  0.446
H (-1.31105, -1.60525, -0.42178)  0.222
H (-0.28824, 0.56346, 1.53065)  0.360
H (-1.79511, -0.53587, 1.82817)  0.388
H (-1.37872, 1.41120, -0.35835)  0.203
H (-1.32763, 0.45271, -1.87822)  0.249
H (-3.59855, -0.95532, -2.06410)  0.215
H (-6.16136, -1.21393, -1.28279)  0.194
H (-7.67710, -0.74357, 0.03878)  0.491
H (-5.12005, 0.89160, 2.22565)  0.222
H (-2.96262, 1.24325, 1.50538)  0.208
H (3.45689, -3.90820, 1.34229)  0.497

Forces on the atoms, in the same order (eV/Å):
0.4 -1.1 -3.7
0.4 1.0 5.1
-0.2 -0.5 -6.2
-1.9 3.9 -1.4
5.0 -3.7 2.1
-1.3 0.7 -0.8
1.9 -0.7 -2.4
1.7 2.6 -1.3
-1.0 -2.9 3.1
-1.9 1.0 -0.9
1.0 3.0 -0.3
0.0 -5.0 -1.4
0.0 0.6 -0.5
-1.1 2.4 2.3
-1.6 -0.7 0.0
2.3 -2.3 -0.3
-2.4 -2.2 -0.4
-3.3 1.0 0.6
0.6 -1.7 -0.6
0.8 -3.2 -1.4
-3.5 1.8 2.0
0.1 2.5 -1.2
0.4 0.8 0.5
-1.1 -0.8 4.7
-0.2 0.3 -0.7
0.3 -0.2 -0.2
-1.6 1.2 0.8
0.6 0.7 0.4
-0.3 -0.2 -0.1
-1.3 0.1 0.1
0.5 0.6 0.9
-2.4 -4.0 0.4
1.8 0.5 -0.8
1.1 2.7 1.0
-0.9 0.4 1.5
0.6 -1.3 -1.8
1.8 1.0 -0.1
2.4 3.1 1.4
-0.1 0.0 -1.1
0.9 0.7 0.1
1.5 -2.2 0.9

Calculated values
* SMILES: NC(=O)CC[C@H](NC(=O)[C@@H](N)Cc1ccc(O)cc1)C(=O)O
* frontier orbital gap: 8.90 eV
* energy relative to the best compared isomer or geometry (same formula, charge and spin): 117.8 kcal/mol
* lowest unoccupied orbital energy: 0.48 eV

=====

no.,E (eV)
1,-92306.6181
2,-239279.3572
3,-73012.9058
4,-29531.0747